1.
Formula: C10H15N2O
Source: OMol25
Level of theory: ωB97M-V/def2-TZVPD

Computed properties:
- spin multiplicity = 1
- E_HOMO (eV) = -11.391
- net charge = +1
- gap between HOMO and LUMO (eV) = 6.41
- relative energy (zero: lowest compared OMol25 entry of this formula, charge and spin) (kcal per mole) = 48.6

Atoms and positions in Å:
H -4.06268 0.27763 0.24832
O 0.54810 1.23843 1.85884
C -0.34805 -3.19782 -0.10088
H 0.53991 -2.72776 -2.08429
H -2.79104 2.40932 -1.95059
C -0.01677 -1.36933 1.38842
H 3.48803 0.34046 -0.28198
C -0.44113 -2.63505 1.20169
H 3.68127 1.72580 -1.25523
C 1.76670 1.69462 -0.14078
C -2.32077 1.27957 -0.37029
N -3.02273 0.47520 0.41782
H 3.78270 2.02574 0.47986
C 0.66970 -1.12136 -0.94562
H 0.91000 1.98149 2.32398
C 0.87626 0.79341 0.69598
H -0.86685 -3.02371 2.15028
H 1.12949 1.63925 -1.13614
N -3.03915 1.57499 -1.40943
H -0.59145 -4.22449 -0.47471
C 0.45461 -0.53944 0.29426
H -2.60555 -0.18472 1.01534
H 1.07389 -0.42939 -1.64850
H -0.05278 -0.88312 2.42803
H 1.53997 2.76987 0.20707
C 3.27378 1.47871 -0.32635
H -3.87707 1.08051 -1.51660
C 0.30164 -2.44882 -1.06851

Atoms 1-3, force components in eV/Å:
1.831 0.243 0.133
-1.616 -2.462 0.041
0.745 -0.597 -0.233



2.
Formula: C10H15N2S
Source: OMol25
Level of theory: ωB97M-V/def2-TZVPD

Computed properties:
- spin multiplicity = 1
- E_HOMO (alpha / beta) (eV) = -12.357 / -12.357
- net charge = +1
- gap between HOMO and LUMO (alpha / beta) (eV) = 7.26 / 7.26
- relative energy (zero: lowest compared OMol25 entry of this formula, charge and spin) (kcal per mole) = 101.6

Atoms and positions in Å:
H -1.91779 1.65355 -0.93967
H 2.88885 -2.07714 -1.75014
H 1.22547 0.64584 4.11559
C 0.06971 -0.66543 2.87453
C -1.08475 -0.98702 3.83602
C -0.71107 -0.11137 -1.45019
C -0.58136 2.18022 -2.42018
H 1.33185 -0.00235 -4.17144
C 0.21097 -0.60204 -2.54816
H -1.92146 -0.12716 3.81182
H -1.04480 3.11515 -2.60330
N 1.29983 -1.23597 -1.81505
N 2.09105 -1.92937 -2.41957
H -0.25154 -1.36669 -3.27468
H 0.02214 1.62494 2.91594
H -1.30840 -1.46059 1.29054
H 1.45268 0.75560 2.42915
H -1.62385 -0.72514 -1.51771
C -1.13119 1.32263 -1.49439
C -0.48094 -0.69759 1.45449
C 0.83520 0.43083 -3.41910
H 0.55523 2.29091 -4.26757
H 0.80672 -1.45367 3.05233
S 0.51376 -0.24173 0.15499
H -0.64531 -0.86221 4.74483
C 0.35404 1.70126 -3.40913
H -1.66589 -1.83300 3.68707
C 0.71086 0.65756 3.13299

Atoms 1-3, force components in eV/Å:
-2.003 0.635 1.737
-0.596 -0.555 -0.583
-0.668 0.450 -0.420



3.
Formula: C10H15N3
Source: OMol25
Level of theory: ωB97M-V/def2-TZVPD

Computed properties:
- structure (SMILES) = CC(=C/C(C)=C/C#N)/N=C/N(C)C
- spin multiplicity = 1
- E_HOMO (eV) = -7.979
- gap between HOMO and LUMO (eV) = 8.37
- relative energy (zero: lowest compared OMol25 entry of this formula, charge and spin) (kcal per mole) = 78.0

Atoms and positions in Å:
H 1.88268 2.92055 -0.30381
H -1.42170 -1.24044 -3.39909
H 0.24909 3.81664 0.33203
H -0.97493 -0.62166 3.24073
C -2.40348 -1.89980 -1.29915
H 0.22111 -1.57846 -2.68687
H 0.00155 0.00201 -3.56912
C -0.50998 -0.78329 -2.94005
H 0.69088 3.78481 -1.44543
H 1.57552 -2.23665 0.81872
C 0.61275 0.11155 0.80389
C -0.91890 -0.08889 -1.68980
H -2.14618 -0.47573 -0.00622
C 1.35339 -1.89582 1.87866
H 0.99532 -2.68268 2.64026
H -0.26594 1.83437 -2.55979
C 0.84326 3.19016 -0.50636
H 2.32028 -1.65204 2.25012
N 0.18446 1.29779 0.74763
H 1.15383 -0.34778 -0.03327
C 0.14424 1.86891 -0.52371
C 0.04746 -0.26920 3.15711
N 0.72637 -0.59245 1.90921
H 0.09705 0.78668 3.19871
N -2.87785 -2.90727 -1.56712
C -0.39314 1.21977 -1.59090
C -1.78204 -0.76306 -0.90216
H 0.59492 -0.79799 4.04580

Atoms 1-3, force components in eV/Å:
-0.034 0.855 0.271
1.047 0.298 -0.105
2.021 -1.327 -1.543



4.
Formula: C10H15N3O
Source: OMol25
Level of theory: ωB97M-V/def2-TZVPD

Computed properties:
- spin multiplicity = 1
- E_HOMO (eV) = -8.415
- gap between HOMO and LUMO (eV) = 9.18
- relative energy (zero: lowest compared OMol25 entry of this formula, charge and spin) (kcal per mole) = 208.3

Atoms and positions in Å:
H 0.32617 0.21682 -3.49182
C 0.05605 -0.16959 -2.22753
H 1.20151 1.41098 -1.43827
H 3.84875 -0.93498 -1.14776
C -2.35218 1.18143 1.92554
H -3.23577 2.47874 0.29597
N -0.40424 -0.00146 1.22655
H 1.25830 -1.95515 0.60794
H 1.66650 -1.92684 -2.68785
C -0.56012 0.54486 -0.00027
C -1.05897 0.16115 3.62741
H -0.18134 -0.48334 4.10826
H -1.84294 -0.40386 3.99011
O -0.15635 -1.43154 -1.85390
C 3.07501 0.30051 -1.18643
H -2.99796 1.33930 2.58922
N -1.64937 1.23328 -0.27805
H 0.79910 -3.23584 -1.72794
H 2.55676 0.72307 -2.41914
H 3.95519 1.33884 -0.53554
C -2.50372 1.71173 0.66523
H 2.72173 -2.05696 -0.33666
C -1.23378 0.35838 2.06814
H -1.03095 0.38195 -1.98266
N 1.90894 -0.05584 -0.34411
C 1.73764 -1.62247 -0.42835
C 0.78027 0.52923 -0.97713
H -1.05082 1.03747 4.11310
C 1.10467 -2.11352 -1.68935

Atoms 1-3, force components in eV/Å:
-0.206 -1.748 3.680
-2.621 5.199 -0.634
-1.181 1.403 0.874



5.
Formula: C10H15N3O
Source: OMol25
Level of theory: ωB97M-V/def2-TZVPD

Computed properties:
- spin multiplicity = 1
- E_HOMO (alpha / beta) (eV) = -5.546 / -5.554
- gap between HOMO and LUMO (alpha / beta) (eV) = 4.25 / 4.32
- relative energy (zero: lowest compared OMol25 entry of this formula, charge and spin) (kcal per mole) = 160.7

Atoms and positions in Å:
H -1.21875 -2.40946 -2.59247
H 1.81977 -0.30502 1.22663
H 3.10594 4.10247 3.27055
N -0.55384 0.03768 -1.84878
C 3.58561 2.06472 3.03603
H 1.44769 4.08484 1.40450
C 2.87857 3.20840 2.68465
H -2.96964 -2.30622 -1.57836
O 0.75880 -0.24603 -1.37661
H -3.63417 -0.41781 -0.47195
N 0.30726 1.93799 0.63466
H 3.84549 0.05394 2.75488
C -1.01137 -1.64109 -0.05910
H -2.46318 -1.35777 -3.02768
H 4.48724 2.13464 3.56438
C 2.08648 0.69111 1.65709
C 3.21052 0.85878 2.48105
C -2.72030 0.18923 -0.66543
H -0.25347 -2.31107 -0.56246
H -1.75096 -2.33594 0.46227
C -1.52383 -0.76586 -1.12374
C 1.43367 1.89331 1.30647
H -2.45742 0.58803 0.31088
H -2.93113 1.01942 -1.32251
C 1.95759 3.16182 1.73732
H 1.38049 0.31048 -2.00579
C -2.06483 -1.80197 -2.14794
N -0.69897 2.27448 0.17667
H -0.38516 -1.12771 0.65850

Atoms 1-3, force components in eV/Å:
-1.065 0.029 1.180
0.020 1.188 0.488
0.001 0.135 -0.779



6.
Formula: C10H15O2
Source: OMol25
Level of theory: ωB97M-V/def2-TZVPD

Computed properties:
- spin multiplicity = 1
- E_HOMO (eV) = -13.759
- net charge = +1
- gap between HOMO and LUMO (eV) = 8.04
- relative energy (zero: lowest compared OMol25 entry of this formula, charge and spin) (kcal per mole) = 97.4

Atoms and positions in Å:
H 0.31781 -1.28170 3.74764
O 0.51392 -0.08513 2.30840
H 0.12408 -1.22301 -2.46717
C -1.73687 -0.36185 -0.61147
H 1.04726 0.35814 -2.61226
C 0.35715 -1.51381 0.21337
H 2.17757 1.05885 -0.59208
C -0.89609 -0.93800 0.54967
C 1.23742 -0.83331 -0.70444
H 2.22616 -1.39472 -0.99843
H -1.44164 0.58739 -2.37437
C -0.38203 0.34942 1.35222
C -0.86828 0.45371 -1.46829
C 0.41384 -0.39114 -1.91127
H 0.79655 -2.32498 0.77123
O -0.26100 -0.88593 3.09635
H 2.45931 0.17757 0.96286
H -2.12984 -1.16802 -1.15576
C -0.32353 1.73282 -0.71649
C 1.67076 0.49400 0.11532
H -1.62233 -1.57004 1.11336
H -1.29695 0.57194 1.80263
H -1.17917 2.34056 -0.49164
H 0.51666 2.13503 1.22147
H 0.44929 2.27752 -1.47356
C 0.39016 1.29878 0.50786
H -2.56022 0.13591 -0.18516

Atoms 1-3, force components in eV/Å:
0.651 0.091 0.272
1.593 1.226 0.199
-0.416 -1.392 -1.140



7.
Formula: C10H15O3P
Source: OMol25
Level of theory: ωB97M-V/def2-TZVPD

Computed properties:
- spin multiplicity = 1
- E_HOMO (eV) = -8.931
- gap between HOMO and LUMO (eV) = 8.83
- relative energy (zero: lowest compared OMol25 entry of this formula, charge and spin) (kcal per mole) = 149.0

Atoms and positions in Å:
H -2.74540 3.06421 0.02960
O 0.77463 0.65626 -1.61956
C -2.12957 2.28830 -0.22980
H 4.00917 1.86479 1.10521
C -2.47336 0.98210 0.45751
C 2.19676 -1.90934 -1.21363
H 2.83473 -1.28536 -1.95478
H 1.42157 -1.46327 0.89361
H 2.72422 -2.85564 -1.29039
H -3.85414 -1.34324 0.45968
H 1.11705 -1.97876 -1.43262
O -3.24083 -1.97405 0.03357
C 3.38769 -0.12493 0.61861
C 3.83650 -1.38209 0.65183
H -2.38625 2.08537 -1.27133
P 0.97598 0.54537 -0.16211
H 1.53799 2.75132 0.54949
H -1.05709 2.42717 -0.27542
H -1.74721 -1.76558 1.38813
H -3.49267 0.68120 0.22154
H -2.43412 1.02794 1.60311
C -1.58198 -0.17887 -0.00316
H -1.44392 -0.05684 -1.05843
O -0.24412 0.06547 0.69881
H -1.31108 -2.35142 -0.13911
C -1.90220 -1.61727 0.36112
C 2.20898 -1.21163 0.12229
C 3.14550 1.30831 0.76786
C 1.87318 1.75048 0.68837

Atoms 1-3, force components in eV/Å:
-0.935 2.175 1.155
-0.420 0.648 0.460
0.826 -3.067 -1.846



8.
Formula: C10H15O7PRh
Source: OMol25
Level of theory: ωB97M-V/def2-TZVPD

Computed properties:
- spin multiplicity = 5
- E_HOMO (alpha / beta) (eV) = -21.037 / -21.113
- net charge = +3
- gap between HOMO and LUMO (alpha / beta) (eV) = 9.37 / 4.50
- relative energy (zero: lowest compared OMol25 entry of this formula, charge and spin) (kcal per mole) = 0.0
- <S²> = 6.01

Atoms and positions in Å:
O -1.22307 0.13751 2.57322
O 1.04074 2.88854 -0.93398
H -0.20533 -1.01643 5.08237
H 2.90613 0.82479 2.98543
Rh 0.07306 -0.00269 -0.69123
C 0.89730 0.80834 5.25085
C -2.80414 -1.66674 3.07909
H -3.79283 -1.80300 3.53114
O -0.02774 -0.83507 -3.61705
C 0.81767 -0.64968 4.94379
H -2.17962 -0.12012 4.38905
C 0.68313 1.79408 -0.82168
C 2.77803 2.97794 2.90190
H 2.36809 3.21310 3.89293
C -1.76713 -0.09879 -0.19241
O -0.14368 1.60181 4.51638
H -2.10443 -2.34992 3.58116
O -2.90633 -0.18496 0.01037
O 1.02299 1.25651 2.25463
H -3.24083 0.43555 3.07721
H -2.87436 -1.96733 2.02699
C -2.40449 -0.22887 3.31867
H 1.45681 -1.18833 5.64853
H 1.14785 -0.83306 3.91495
C 1.06230 -1.34865 0.30367
H 1.86925 1.27706 5.04913
H 2.48884 3.76502 2.19521
H 0.68018 1.00986 6.30327
P -0.45677 1.60508 2.90886
H 3.87661 3.02180 2.96514
H 2.79360 1.50785 1.36780
C 2.40597 1.59961 2.39049
O 1.63968 -2.17467 0.86719
C 0.00755 -0.56038 -2.49508

Atoms 1-3, force components in eV/Å:
1.532 2.291 -0.764
-1.610 -4.826 0.420
0.238 -0.021 0.010



9.
Formula: C10H16
Source: OMol25
Level of theory: ωB97M-V/def2-TZVPD

Computed properties:
- spin multiplicity = 2
- E_HOMO (alpha / beta) (eV) = 1.173 / -4.172
- net charge = -1
- gap between HOMO and LUMO (alpha / beta) (eV) = 2.61 / 7.79
- relative energy (zero: lowest compared OMol25 entry of this formula, charge and spin) (kcal per mole) = 60.9
- <S²> = 0.76

Atoms and positions in Å:
H -1.87544 -1.08262 0.13416
H 1.64921 -0.17555 -1.08359
H 1.10982 4.01059 -0.56049
H 0.19966 3.77623 1.74765
H -1.85424 -4.14355 -0.06030
H 0.72449 2.83917 -2.90489
H 0.91869 -0.56322 1.20700
C -2.32402 -3.07052 -0.19146
C 1.21568 1.91514 -0.99946
H 0.14813 1.39544 2.59368
C 1.30753 0.61026 -0.51924
C 0.57749 1.56442 1.64591
C 0.92601 0.43383 0.79848
H -3.11455 -2.89687 0.63220
C 1.58252 2.17546 -2.44258
H 1.47078 1.18139 -3.03818
C 0.52568 2.83814 1.09540
H 2.58176 2.63977 -2.44934
H -0.45617 -3.44386 1.30719
C 0.94046 2.97643 -0.16067
H -1.28053 -1.96147 2.36457
H -0.71251 -1.84794 -0.80657
H -2.78104 -2.93644 -1.25518
H 0.31997 -1.76092 1.41906
C -0.53926 -2.41802 1.42484
C -1.26011 -2.05528 0.10180

Atoms 1-3, force components in eV/Å:
1.165 -0.925 0.543
0.578 -1.776 -1.511
-0.377 -0.866 0.138



10.
Formula: C10H16
Source: OMol25
Level of theory: ωB97M-V/def2-TZVPD

Computed properties:
- spin multiplicity = 2
- E_HOMO (alpha / beta) (eV) = 0.887 / -3.590
- net charge = -1
- gap between HOMO and LUMO (alpha / beta) (eV) = 3.12 / 7.39
- relative energy (zero: lowest compared OMol25 entry of this formula, charge and spin) (kcal per mole) = 2.9
- <S²> = 0.76

Atoms and positions in Å:
C -2.42398 -1.48732 1.22311
H -1.57638 0.51240 1.63254
H -2.86168 -1.79716 2.18307
H 1.03150 -0.63199 -3.55951
H 0.84602 0.88432 2.52209
H 2.54918 0.83209 2.12858
H 0.89077 3.28180 1.50254
H 0.87667 1.87959 0.36317
H 2.29462 -1.58154 -1.51083
H -0.93661 0.79356 -3.14101
C -0.49281 -0.35996 0.04161
C 1.32676 -1.09591 -1.41000
H -3.22666 -1.11389 0.59653
C 0.66776 -0.50664 -2.54444
H -2.12195 0.72358 -0.99869
H -2.07876 -2.39600 0.72724
C -0.50469 0.19793 -2.33351
H 2.37018 2.79093 0.71986
C -1.26649 -0.50204 1.33732
H 1.20369 -1.44099 0.71826
C 1.72593 1.50818 2.33792
H -0.55659 -0.90789 2.06968
H 1.88425 2.08970 3.25086
C 0.69378 -1.06732 -0.17394
C -1.14131 0.25265 -1.09552
C 1.42990 2.41112 1.13147

Atoms 1-3, force components in eV/Å:
-0.288 -0.290 0.044
-0.303 -0.192 0.344
0.091 0.246 0.018



11.
Formula: C10H16
Source: OMol25
Level of theory: ωB97M-V/def2-TZVPD

Computed properties:
- spin multiplicity = 2
- E_HOMO (alpha / beta) (eV) = 1.006 / -3.734
- net charge = -1
- gap between HOMO and LUMO (alpha / beta) (eV) = 3.04 / 7.53
- relative energy (zero: lowest compared OMol25 entry of this formula, charge and spin) (kcal per mole) = 37.0
- <S²> = 0.76

Atoms and positions in Å:
C 1.23639 2.23285 -0.63276
C -0.86849 0.48598 -0.20339
H 2.72070 -2.61184 0.27077
H -1.00837 0.23534 -2.33114
C -0.22130 1.12298 0.85403
C 0.90539 1.95386 0.64165
C -0.50488 0.79729 -1.52509
H -3.93671 -0.74063 0.34314
C 0.54155 1.73827 -1.76803
C 1.89980 -1.82490 0.24207
H 0.81694 -0.68380 1.59449
H -1.84596 -0.94060 1.09021
H 0.85726 1.83947 -2.79774
H -0.59772 0.84450 1.83910
H 2.45455 -0.04811 1.27906
H 2.12745 -1.19968 2.52185
H -1.22394 -1.49657 -0.51045
H -3.31926 -1.23119 -1.33652
H 1.10501 -2.56169 0.17727
H -3.71255 0.37769 -0.81856
H 2.21834 -1.25498 -0.60837
C -3.21717 -0.53946 -0.46293
H 2.03834 2.95436 -0.90163
C -1.80242 -0.71493 0.03484
C 1.84997 -0.94948 1.49633
H 1.48711 2.21528 1.51179

Atoms 1-3, force components in eV/Å:
0.918 1.284 -3.394
0.365 0.188 -0.118
-0.095 0.887 0.358



12.
Formula: C10H16
Source: OMol25
Level of theory: ωB97M-V/def2-TZVPD

Computed properties:
- spin multiplicity = 2
- E_HOMO (alpha / beta) (eV) = 1.000 / -3.501
- net charge = -1
- gap between HOMO and LUMO (alpha / beta) (eV) = 2.83 / 7.19
- relative energy (zero: lowest compared OMol25 entry of this formula, charge and spin) (kcal per mole) = 41.9
- <S²> = 0.76

Atoms and positions in Å:
H 1.47865 -1.20730 3.28383
H 2.16013 1.19227 3.50635
H -1.80344 1.51926 -1.38399
H -3.45446 0.78056 -1.53263
C 1.47044 -0.49451 2.41785
C 1.86337 1.64810 1.39666
C -2.41754 0.64587 -1.19310
H 1.42621 -1.98333 -1.40703
C 1.63861 -0.39791 0.13046
H -1.73002 0.33873 0.88481
H 1.83898 2.69576 1.52981
H -3.08713 -0.61780 0.48950
C 1.69883 1.04780 0.17416
H 1.70152 -0.40183 -2.08830
C -2.65971 0.32925 0.25686
C 1.99460 -1.05862 -1.24479
H -3.20470 1.05012 0.80434
C -1.87342 -0.53130 -1.98611
C 1.83521 0.84063 2.51594
H -2.72453 -1.26334 -1.92636
H -1.77917 -0.38618 -3.16902
H 0.69371 -2.05435 0.96773
H 1.62448 1.57224 -0.77600
H -1.00934 -0.82078 -1.56941
C 1.29165 -1.17959 1.14060
H 3.02708 -1.26375 -1.22215

Atoms 1-3, force components in eV/Å:
0.071 1.128 -0.407
-0.449 0.172 -0.410
-0.128 0.336 0.375



Question: Number 11 is which compound?
Answer: C10H16